Below is a cluster of 7 separate species, C41H76NO15 in total at a distorted geometry, with properties calculated with wB97M-V/def2-TZVPD.

Last columns: bonded neighbours and bond lengths (Å).
CARTESIAN COORDINATES (ANGSTROEM)
1 C -2.989 -2.857 2.989  O2 1.471, H22 1.144, H23 1.156, H24 1.151
2 O -3.667 -3.218 1.734  C1 1.471, C3 1.451
3 C -2.709 -2.887 0.696  O2 1.451, C4 1.600, H25 1.144, H26 1.161
4 C -3.184 -3.235 -0.792  C3 1.600, C5 1.628, H27 1.140, H28 1.154
5 C -2.087 -2.566 -1.793  C4 1.628, C6 1.606, H29 1.143, H30 1.156
6 C -1.579 -3.552 -2.954  C5 1.606, C7 1.607, H31 1.153, H32 1.157
7 C -1.128 -5.015 -2.463  C6 1.607, C8 1.632, H33 1.145, H34 1.155
8 C 0.490 -5.228 -2.464  C7 1.632, C9 1.610, H35 1.149, H36 1.144
9 C 0.788 -6.438 -1.445  C8 1.610, C10 1.603, H37 1.143, H38 1.149
10 C 1.400 -5.990 -0.033  C9 1.603, C11 1.604, H39 1.158, H40 1.144
11 C 0.621 -4.784 0.681  C10 1.604, C12 1.604, H41 1.158, H42 1.150
12 C 1.513 -4.052 1.795  C11 1.604, C13 1.593, H43 1.159, H44 1.148
13 C 2.164 -2.673 1.337  C12 1.593, C14 1.544, C18 1.580
14 C 1.906 -1.960 -0.009  C13 1.544, N15 1.459, H45 1.136
15 N 2.533 -0.689 -0.352  C14 1.459, C16 1.431, H46 1.048
16 C 3.465 -0.011 0.496  N15 1.431, C17 1.550, H47 1.147
17 C 3.826 -0.602 1.883  C16 1.550, C18 1.555, H48 1.147
18 C 3.160 -1.938 2.319  C13 1.580, C17 1.555, C19 1.603
19 C 3.494 -2.541 3.767  C18 1.603, O20 1.247, O21 1.444
20 O 4.644 -2.857 4.130  C19 1.247
21 O 2.371 -2.656 4.668  C19 1.444, H49 0.994
22 H -2.616 -3.773 3.565  C1 1.144
23 H -2.059 -2.197 2.800  C1 1.156
24 H -3.677 -2.227 3.663  C1 1.151
25 H -1.717 -3.388 0.969  C3 1.144
26 H -2.508 -1.744 0.718  C3 1.161
27 H -3.368 -4.341 -0.996  C4 1.140
28 H -4.189 -2.689 -0.948  C4 1.154
29 H -1.254 -2.095 -1.168  C5 1.143
30 H -2.630 -1.694 -2.323  C5 1.156
31 H -2.369 -3.614 -3.792  C6 1.153
32 H -0.665 -3.040 -3.444  C6 1.157
33 H -1.479 -5.295 -1.410  C7 1.145
34 H -1.555 -5.765 -3.231  C7 1.155
35 H 0.811 -5.481 -3.538  C8 1.149
36 H 1.055 -4.291 -2.131  C8 1.144
37 H -0.176 -7.036 -1.308  C9 1.143
38 H 1.568 -7.119 -1.944  C9 1.149
39 H 1.297 -6.904 0.671  C10 1.158
40 H 2.516 -5.755 -0.130  C10 1.144
41 H -0.283 -5.261 1.226  C11 1.158
42 H 0.159 -4.034 -0.058  C11 1.150
43 H 2.388 -4.773 2.039  C12 1.159
44 H 0.954 -3.912 2.788  C12 1.148
45 H 1.203 -2.394 -0.789  C14 1.136
46 H 2.308 -0.265 -1.283  N15 1.048
47 H 3.963 0.979 0.200  C16 1.147
48 H 4.574 -0.048 2.554  C17 1.147
49 H 2.191 -3.633 4.671  O21 0.994
50 O 2.786 0.059 -3.075  C51 1.220
51 C 2.859 1.222 -3.439  O50 1.220, O52 1.334, C55 1.504
52 O 2.715 1.528 -4.730  C51 1.334, C53 1.440
53 C 2.589 2.870 -5.236  O52 1.440, C54 1.514, H56 1.093, H57 1.092
54 C 3.948 3.493 -5.474  C53 1.514, H58 1.092, H59 1.092, H60 1.092
55 C 3.206 2.315 -2.466  C51 1.504, H61 1.091, H62 1.094, H63 1.088
56 H 1.956 3.478 -4.586  C53 1.093
57 H 2.061 2.788 -6.189  C53 1.092
58 H 4.515 3.587 -4.545  C54 1.092
59 H 3.844 4.486 -5.917  C54 1.092
60 H 4.542 2.868 -6.145  C54 1.092
61 H 4.291 2.379 -2.369  C55 1.091
62 H 2.773 2.063 -1.494  C55 1.094
63 H 2.798 3.286 -2.736  C55 1.088
64 O 2.308 2.596 1.417  C65 1.218
65 C 1.595 2.272 2.350  O64 1.218, O66 1.341, C69 1.502
66 O 0.509 1.515 2.139  C65 1.341, C67 1.440
67 C -0.283 0.917 3.183  O66 1.440, C68 1.513, H70 1.093, H71 1.093
68 C -1.334 1.881 3.691  C67 1.513, H72 1.092, H73 1.092, H74 1.093
69 C 1.864 2.791 3.734  C65 1.502, H75 1.091, H76 1.093, H77 1.088
70 H 0.352 0.528 3.983  C67 1.093
71 H -0.776 0.052 2.733  C67 1.093
72 H -0.883 2.767 4.143  C68 1.092
73 H -1.968 1.395 4.436  C68 1.092
74 H -1.961 2.229 2.867  C68 1.093
75 H 1.401 3.772 3.847  C69 1.091
76 H 2.945 2.887 3.861  C69 1.093
77 H 1.524 2.124 4.524  C69 1.088
78 O -2.972 0.467 6.057  C79 1.213
79 C -4.134 0.749 6.266  O78 1.213, O80 1.343, C83 1.503
80 O -5.103 0.228 5.496  C79 1.343, C81 1.437
81 C -6.508 0.340 5.775  O80 1.437, C82 1.515, H84 1.092, H85 1.092
82 C -7.072 1.631 5.220  C81 1.515, H86 1.092, H87 1.092, H88 1.092
83 C -4.502 1.755 7.321  C79 1.503, H89 1.090, H90 1.093, H91 1.088
84 H -6.708 0.218 6.843  C81 1.092
85 H -6.986 -0.505 5.275  C81 1.092
86 H -6.614 2.504 5.688  C82 1.092
87 H -8.151 1.680 5.379  C82 1.092
88 H -6.872 1.704 4.148  C82 1.092
89 H -4.434 2.759 6.901  C83 1.090
90 H -3.792 1.662 8.146  C83 1.093
91 H -5.489 1.596 7.751  C83 1.088
92 O -3.007 -7.657 -2.359  C93 1.212
93 C -3.723 -7.973 -1.434  O92 1.212, O94 1.343, C97 1.504
94 O -4.832 -8.699 -1.655  C93 1.343, C95 1.436
95 C -5.635 -9.286 -0.620  O94 1.436, C96 1.515, H98 1.093, H99 1.092
96 C -6.659 -8.298 -0.100  C95 1.515, H100 1.092, H101 1.092, H102 1.092
97 C -3.442 -7.481 -0.040  C93 1.504, H103 1.091, H104 1.093, H105 1.088
98 H -5.011 -9.702 0.175  C95 1.093
99 H -6.153 -10.132 -1.079  C95 1.092
100 H -6.182 -7.431 0.361  C96 1.092
101 H -7.308 -8.771 0.641  C96 1.092
102 H -7.276 -7.923 -0.919  C96 1.092
103 H -3.878 -6.489 0.088  C97 1.091
104 H -2.358 -7.416 0.088  C97 1.093
105 H -3.799 -8.149 0.741  C97 1.088
106 O -0.882 8.185 2.101  C107 1.210
107 C -0.585 7.409 1.223  O106 1.210, O108 1.347, C111 1.504
108 O 0.346 6.461 1.444  C107 1.347, C109 1.436
109 C 0.629 5.378 0.546  O108 1.436, C110 1.515, H112 1.093, H113 1.093
110 C 1.632 5.797 -0.508  C109 1.515, H114 1.092, H115 1.092, H116 1.092
111 C -1.172 7.545 -0.155  C107 1.504, H117 1.090, H118 1.092, H119 1.088
112 H -0.290 4.972 0.115  C109 1.093
113 H 1.061 4.580 1.155  C109 1.093
114 H 1.243 6.601 -1.136  C110 1.092
115 H 1.892 4.952 -1.150  C110 1.092
116 H 2.543 6.175 -0.038  C110 1.092
117 H -0.587 8.265 -0.727  C111 1.090
118 H -2.197 7.912 -0.056  C111 1.092
119 H -1.239 6.604 -0.697  C111 1.088
120 O 3.752 6.668 -6.406  C121 1.212
121 C 4.804 7.266 -6.340  O120 1.212, O122 1.345, C125 1.503
122 O 5.885 6.672 -5.804  C121 1.345, C123 1.437
123 C 7.215 7.213 -5.855  O122 1.437, C124 1.515, H126 1.092, H127 1.093
124 C 7.455 8.174 -4.708  C123 1.515, H128 1.092, H129 1.092, H130 1.092
125 C 4.898 8.705 -6.762  C121 1.503, H131 1.090, H132 1.093, H133 1.088
126 H 7.420 7.662 -6.829  C123 1.092
127 H 7.894 6.363 -5.759  C123 1.093
128 H 6.789 9.037 -4.761  C124 1.092
129 H 8.487 8.532 -4.716  C124 1.092
130 H 7.261 7.682 -3.752  C124 1.092
131 H 4.594 9.345 -5.932  C125 1.090
132 H 4.219 8.861 -7.603  C125 1.093
133 H 5.886 8.995 -7.112  C125 1.088

Output
- Kohn-Sham gap (eV) = 7.4
- E_LUMO (Eh) = -0.154
- spin multiplicity = 1
- net charge = +1

Results of the Mulliken charge analysis, in e, for atoms 1 through 8: -0.074 -0.433 0.322 -0.362 -0.184 -0.930 0.320 -0.566